Formula: C44H39NSbTcTe
Source: the Open Molecules 2025 dataset
Level of theory: wB97M-V/def2-TZVPD

Output
HOMO-LUMO gap (spin up / spin down) (eV): 6.569 / 5.952
Total charge: +3
Max |F| (Eh/bohr): 0.011
Multiplicity: 4
HOMO (spin up / spin down) (eV): -16.4 / -16.4

Positions of all 87 atoms, in Å:
Tc1 -0.574 0.582 0.319
C1 -3.708 2.200 2.894
C2 -3.263 3.499 3.109
C3 -2.070 3.923 2.543
C4 -1.338 3.039 1.765
N1 -1.794 1.777 1.550
C5 -2.945 1.366 2.105
C6 -0.053 3.308 1.127
C7 0.633 4.515 1.159
C8 1.863 4.623 0.518
C9 2.420 3.543 -0.158
C10 1.752 2.326 -0.207
C11 0.523 2.223 0.439
H1 -4.626 1.839 3.334
H2 -3.841 4.177 3.722
H3 -1.707 4.926 2.712
H4 -3.240 0.342 1.911
H5 0.228 5.374 1.677
H6 2.395 5.564 0.547
H7 3.378 3.649 -0.650
H8 2.190 1.483 -0.738
Te1 0.199 -0.867 2.495
C12 0.695 0.560 3.954
C13 0.293 0.247 5.251
C14 0.630 1.107 6.287
C15 1.353 2.260 6.027
C16 1.747 2.564 4.730
C17 1.419 1.716 3.683
C18 2.064 -1.741 2.068
C19 2.048 -3.085 1.693
C20 3.253 -3.720 1.428
C21 4.446 -3.021 1.548
C22 4.448 -1.687 1.936
C23 3.254 -1.033 2.196
H9 -0.262 -0.657 5.466
H10 0.332 0.868 7.300
H11 1.620 2.923 6.840
H12 2.323 3.460 4.537
H13 1.741 1.955 2.679
H14 1.119 -3.643 1.645
H15 3.262 -4.766 1.153
H16 5.384 -3.524 1.355
H17 5.384 -1.157 2.051
H18 3.267 -0.001 2.521
C24 -2.539 -2.496 -3.946
C25 -1.846 -3.538 -3.115
C26 -2.116 -4.888 -3.340
C27 -1.499 -5.890 -2.605
C28 -0.580 -5.572 -1.613
C29 -0.295 -4.244 -1.356
C30 -0.932 -3.249 -2.100
Sb1 -0.354 -1.281 -1.657
C31 0.949 -0.438 -3.078
C32 0.433 0.141 -4.236
C33 1.290 0.698 -5.169
C34 2.660 0.666 -4.944
C35 3.170 0.072 -3.800
C36 2.329 -0.498 -2.845
C37 2.911 -1.216 -1.664
C38 -1.924 0.166 -1.604
C39 -1.532 1.484 -1.936
C40 -2.434 2.541 -1.840
C41 -3.733 2.284 -1.424
C42 -4.116 0.996 -1.069
C43 -3.231 -0.081 -1.119
C44 -3.705 -1.447 -0.706
H19 -2.773 -2.893 -4.932
H20 -1.918 -1.608 -4.103
H21 -3.481 -2.179 -3.491
H22 -2.815 -5.157 -4.122
H23 -1.730 -6.925 -2.815
H24 -0.090 -6.353 -1.047
H25 0.429 -3.987 -0.580
H26 -0.638 0.169 -4.419
H27 0.891 1.142 -6.071
H28 3.337 1.090 -5.674
H29 4.243 0.028 -3.655
H30 3.992 -1.095 -1.626
H31 2.709 -2.289 -1.712
H32 2.522 -0.869 -0.695
H33 -0.547 1.661 -2.353
H34 -2.131 3.540 -2.125
H35 -4.457 3.087 -1.382
H36 -5.137 0.817 -0.750
H37 -4.178 -1.417 0.278
H38 -2.910 -2.192 -0.679
H39 -4.466 -1.810 -1.400